Run 1
Molecular formula: C22H48CuN2O4
Method: DFT, ωB97M-V/def2-TZVPD

Output
- charge = -1
- orbital gap (eV) = 5.50
- highest occupied orbital energy (eV) = -3.106

Geometry (Å):
Cu 1.42688 -0.24792 -0.71952
C 0.47165 2.69105 -3.68465
C 1.78016 2.58375 -2.94507
O 2.02384 1.43754 -2.36859
H 0.20724 3.70518 -3.98419
H -0.33288 2.36858 -3.02370
H 0.48335 2.13151 -4.61999
H 1.75331 3.41608 -2.24180
H 2.69186 2.67917 -3.53482
C 4.38027 -3.67600 -0.70615
C 3.44122 -2.68693 -0.06744
O 3.58496 -1.33140 -0.48434
H 5.31196 -3.59805 -0.14581
H 4.37467 -3.34473 -1.74457
H 4.15702 -4.72990 -0.54012
H 3.24125 -2.65276 1.00352
H 2.52900 -2.94330 -0.60617
C 0.92344 2.62342 1.25750
C 1.07113 2.13476 2.77208
C 0.02377 2.89785 3.52810
C -0.52520 2.29873 4.82608
C -0.65624 0.73100 4.78968
C 0.47152 -0.07891 4.08274
N 0.80881 0.65420 2.84706
O 1.64664 -0.00772 1.98243
C 1.65286 -0.34968 5.05731
C -0.14260 -1.42230 3.66901
C 2.52544 2.50285 3.30807
H 1.16626 3.68601 1.26343
H -0.05685 2.58992 0.78210
H 1.67467 2.21003 0.58454
H 0.33376 3.86578 3.92196
H -0.81785 3.03312 2.84878
H -1.46000 2.77312 5.12474
H 0.16791 2.63308 5.59803
H -1.62279 0.35913 4.44967
H -0.64228 0.45448 5.84393
H 2.51438 -0.65550 4.46371
H 1.79188 0.45718 5.77686
H 1.43871 -1.18643 5.72222
H 0.42871 -2.06511 2.99931
H -0.33584 -1.96326 4.59537
H -1.04386 -1.48786 3.05948
H 2.74585 3.56728 3.38891
H 3.16655 1.98936 2.59154
H 2.63414 2.05901 4.29766
H 2.42518 -0.07231 2.54037
C -1.87947 0.40685 -0.21227
C -2.42336 -0.42231 -1.38141
C -3.07559 0.61054 -2.37509
C -3.47565 -0.00486 -3.74404
C -2.25291 -0.57223 -4.42590
C -1.44253 -1.63365 -3.51271
N -1.25057 -1.04737 -2.14355
O -0.44014 -1.79701 -1.23869
C -2.12337 -2.99227 -3.62622
C -0.03106 -1.70280 -4.18992
C -3.49403 -1.40614 -0.93763
H -1.27846 -0.11072 0.53540
H -2.70155 0.80172 0.38469
H -1.20427 1.20679 -0.51608
H -4.05930 0.84221 -1.96675
H -2.49526 1.52333 -2.50973
H -3.94748 0.76431 -4.35547
H -4.30659 -0.71016 -3.75723
H -1.57796 0.27457 -4.55029
H -2.43335 -0.99826 -5.41283
H -3.18061 -3.03035 -3.36370
H -2.19068 -3.33202 -4.65973
H -1.58548 -3.76960 -3.08350
H 0.70238 -2.25453 -3.60190
H 0.05608 -2.25988 -5.12275
H 0.49691 -0.74920 -4.19402
H -4.10515 -1.70407 -1.78960
H -4.16595 -1.02058 -0.17084
H -3.04640 -2.34902 -0.62343
H -0.92203 -2.59636 -1.01412

=====

Run 2
Molecular formula: C22H48CuN2O4
Method: DFT, ωB97M-V/def2-TZVPD

Output
- charge = -1
- orbital gap (eV) = 5.66
- highest occupied orbital energy (eV) = -3.212

Geometry (Å):
Cu 15.68501 2.97181 -14.53962
C 19.54288 1.33158 -14.89064
C 18.24431 0.57867 -15.16477
O 17.16000 1.37166 -15.37864
H 20.35551 0.69142 -14.51907
H 19.35909 2.06818 -14.10341
H 19.94729 1.80097 -15.79359
H 18.12586 -0.10504 -14.28780
H 18.25954 -0.05403 -16.07701
C 12.51903 4.06925 -17.45468
C 13.08626 3.83942 -16.05845
O 13.85709 2.66171 -15.94859
H 11.63462 3.42587 -17.55979
H 13.36020 3.83783 -18.10312
H 12.06856 5.05485 -17.61107
H 12.44954 3.91710 -15.16514
H 13.86706 4.62842 -16.01689
C 15.83202 0.89162 -11.74706
C 14.55038 1.15301 -10.92149
C 14.97925 1.11457 -9.46773
C 14.11622 1.89720 -8.46235
C 13.55520 3.22192 -9.00336
C 13.05774 3.23812 -10.46468
N 14.02079 2.48277 -11.26414
O 13.81382 2.57322 -12.65690
C 11.59492 2.74524 -10.54702
C 13.11640 4.68712 -10.93547
C 13.51826 0.02043 -11.22476
H 16.15821 -0.12202 -11.48512
H 16.69727 1.51735 -11.53788
H 15.65984 0.83153 -12.82382
H 14.95662 0.12053 -9.01664
H 15.99737 1.50765 -9.41370
H 14.65050 2.05113 -7.52367
H 13.30638 1.21587 -8.17909
H 14.19823 4.08522 -8.83185
H 12.68591 3.42213 -8.36524
H 11.36187 2.49435 -11.58261
H 11.37523 1.98099 -9.80116
H 10.90119 3.54334 -10.26956
H 12.96204 4.85974 -12.00536
H 12.35751 5.24100 -10.37755
H 14.05810 5.24063 -10.86119
H 13.82195 -0.96824 -10.88934
H 13.38771 0.06424 -12.30732
H 12.57937 0.27587 -10.73091
H 12.94263 2.15805 -12.76459
C 17.51834 4.27316 -12.07118
C 18.27990 5.28987 -12.90641
C 19.76302 4.86029 -12.86150
C 20.63743 5.62236 -13.86096
C 20.11822 5.39810 -15.26302
C 18.60309 5.76534 -15.42439
N 17.85515 5.15481 -14.32742
O 16.45921 5.29631 -14.42583
C 18.47126 7.26987 -15.61656
C 18.17813 5.04675 -16.71142
C 18.16381 6.70158 -12.33923
H 16.42615 4.35111 -12.09049
H 17.76056 4.39710 -11.01240
H 17.69218 3.24426 -12.38945
H 20.15416 5.21150 -11.90004
H 19.90776 3.78672 -12.95334
H 21.67383 5.27777 -13.76457
H 20.81071 6.68463 -13.65203
H 20.17536 4.31930 -15.42963
H 20.69366 5.88477 -16.05073
H 18.90893 7.88767 -14.82722
H 19.04712 7.61034 -16.48159
H 17.43719 7.57762 -15.79051
H 17.08999 5.07662 -16.86200
H 18.51863 5.48789 -17.64953
H 18.30404 3.96341 -16.65701
H 18.97732 7.32695 -12.71219
H 18.19065 6.73722 -11.25117
H 17.26853 7.20424 -12.71691
H 16.24115 6.23245 -14.28847

=====

Most stable one: run 2, least stable one: run 1.

=====

Run 1
Molecular formula: CH6P2
Method: DFT, ωB97M-V/def2-TZVPD

Output
- orbital gap (eV) = 9.84
- highest occupied orbital energy (eV) = -9.210

Geometry (Å):
C -0.10137 -1.09937 0.58403
P -1.47894 -0.69162 -0.51611
P 1.57340 -0.63494 -0.01734
H -0.23912 -2.14218 0.97267
H -0.13573 -0.46464 1.87893
H -2.16176 0.00886 0.52021
H -0.96902 0.58231 -0.94941
H 0.89751 0.66232 -0.38300
H 1.57905 -1.06031 -1.36326

=====

Run 2
Molecular formula: CH6P2
Method: DFT, ωB97M-V/def2-TZVPD

Output
- orbital gap (eV) = 9.05
- highest occupied orbital energy (eV) = -8.891

Geometry (Å):
C -0.08994 -0.45393 -0.11262
P -1.39890 0.55172 0.60104
P 2.12707 0.15021 0.73081
H 0.13477 -0.18442 -1.11849
H -0.31222 -1.47945 0.01449
H -1.89241 0.47949 -0.67620
H -2.34533 -0.42540 0.86655
H 1.59617 1.42661 0.39484
H 2.18079 -0.06483 -0.70043

=====

Most stable one: run 1, least stable one: run 2.

=====

Run 1
Molecular formula: C10H13N
Method: DFT, ωB97M-V/def2-TZVPD

Output
- orbital gap (eV) = 9.43
- highest occupied orbital energy (eV) = -8.493

Geometry (Å):
C 2.09544 1.04231 0.16513
C 1.77262 -0.24828 0.91949
C 0.77738 -1.33732 -0.93307
C -0.53015 -0.66251 -0.56025
C -1.57324 -1.47905 -0.02791
C -2.76753 -0.85350 0.15160
C -2.98637 0.58231 0.28111
C -1.79657 1.33873 0.02283
C -0.58035 0.78814 -0.40717
C 0.78872 1.56650 -0.58403
H 1.89083 1.73798 1.03205
H 3.02546 1.12934 -0.39083
H 2.57862 -0.43380 1.67064
H 0.88038 0.19777 1.58226
H 1.35987 -2.36081 0.74574
H 1.28803 -0.75612 -1.73698
H 0.63789 -2.43631 -1.11022
H -1.45661 -2.49573 -0.29293
H -3.59702 -1.46812 0.65199
H -3.81256 1.17553 0.77337
H -1.66158 2.49812 0.06307
H 1.17722 1.33144 -1.58401
H 0.78167 2.59119 -0.68332
N 1.70784 -1.44782 0.25145

=====

Run 2
Molecular formula: C10H13N
Method: DFT, ωB97M-V/def2-TZVPD

Output
- orbital gap (eV) = 8.97
- highest occupied orbital energy (eV) = -7.934

Geometry (Å):
C -2.50260 1.78419 -0.49882
C -1.18026 1.63023 -0.94625
C -2.81715 0.69387 0.29342
C -0.75671 0.44516 -0.35907
C 2.08071 1.67364 0.39229
C 1.77582 0.38477 -0.35851
C -0.34636 -1.74131 1.50728
C -1.51660 -1.28370 1.15058
C 0.59119 -0.19063 -0.64298
C 0.47916 -1.53488 -1.26683
N -1.70092 -0.11717 0.39049
H -3.09387 2.56648 -0.69146
H -0.52416 2.26784 -1.60734
H -3.60227 0.42501 0.94798
H 3.12256 1.98438 0.08056
H 1.35295 2.35695 -0.07720
H 2.77123 -0.02487 -0.44338
H -0.39274 -2.61639 2.17792
H 0.48645 -1.13720 1.22031
H -2.34722 -1.65871 1.58511
H 2.02044 1.52905 1.43776
H 0.26689 -1.45149 -2.24722
H -0.28507 -2.13465 -0.91022
H 1.41505 -2.08872 -1.23153

=====

Most stable one: run 2, least stable one: run 1.

=====

Run 1
Molecular formula: C10H13O2
Method: DFT, ωB97M-V/def2-TZVPD

Output
- charge = -1
- orbital gap (eV) = 7.50
- highest occupied orbital energy (eV) = -4.151

Geometry (Å):
C -0.48827 -0.77181 -3.09677
C 0.87364 -1.25034 -3.51916
C -1.13920 -1.55387 -1.89572
O -2.33641 -1.29618 -1.65725
O -0.31895 -2.27621 -1.26722
H -0.36616 0.25368 -2.68460
H -1.27787 -0.63885 -3.84178
H 0.87602 -2.33562 -3.56638
H 1.60632 -1.05751 -2.72261
H 1.25487 -0.72517 -4.39130
C -0.93839 -0.81805 1.36445
C -0.04099 1.47381 0.84340
C -0.02165 0.35356 1.66032
C 0.63072 2.64818 1.21944
C 1.53021 2.62500 2.27174
C 0.74961 0.38323 2.84299
C 1.70307 1.39593 2.95394
H -0.64755 1.43566 -0.05363
H 0.49556 3.60002 0.71811
H -1.32936 -0.61206 0.37515
H -1.66658 -0.79962 2.17964
H 1.99512 3.51402 2.66738
H 0.92892 -0.48452 3.46610
H 2.49918 1.13317 3.63399
H -0.36732 -1.73933 1.28309

=====

Run 2
Molecular formula: C10H13O2
Method: DFT, ωB97M-V/def2-TZVPD

Output
- charge = -1
- orbital gap (eV) = 7.03
- highest occupied orbital energy (eV) = -3.293

Geometry (Å):
C -0.76880 -1.00850 0.67850
C -1.81064 -1.81744 0.36631
C -1.48751 1.60137 1.69285
C 0.48733 -1.64968 1.31164
C 1.66816 -0.59071 0.93951
C 0.97050 0.61074 0.31896
C -0.55390 0.44470 0.34674
C 0.18401 0.62497 -0.96722
C 0.18931 2.14070 -1.50048
C 0.29746 -0.47427 -2.05260
O -2.56628 1.95613 1.30938
O -0.68246 1.64474 2.58319
H -2.73595 -1.48563 -0.14568
H -1.79245 -2.98371 0.65969
H 0.39470 -1.81235 2.34920
H 0.74776 -2.59537 0.99845
H 2.14725 -0.29401 1.83876
H 2.34411 -1.13918 0.39236
H 1.43665 1.52655 0.57828
H 1.07236 2.47768 -1.03387
H -0.59413 2.68456 -1.05824
H -0.02111 2.26399 -2.57996
H 1.25158 -0.30232 -2.59434
H -0.54041 -0.33719 -2.83010
H 0.36246 -1.48576 -1.60133

=====

Most stable one: run 1, least stable one: run 2.

=====

Run 1
Molecular formula: CH10NO4
Method: DFT, ωB97M-V/def2-TZVPD

Output
- charge = -1
- orbital gap (eV) = 8.35
- highest occupied orbital energy (eV) = -4.374

Geometry (Å):
N -0.91843 -1.24449 -1.86972
C 0.47310 -0.68647 -1.78692
O 0.61851 0.57407 -1.32543
H -1.23382 -1.15499 -0.90280
H -1.48827 -0.51405 -2.28982
H 1.05039 -1.45115 -1.21947
H 0.90365 -0.89121 -2.77259
H -1.24589 1.47171 0.54312
H -0.01119 0.76461 -0.04743
O -0.53729 0.90974 0.87159
H -1.69838 -1.33031 2.74017
H -1.62122 -0.02231 1.99616
O -2.10502 -0.45457 2.73921
H 2.30500 0.84845 -0.11692
H 1.82957 0.37493 1.19513
O 2.58981 0.82051 0.81850

=====

Run 2
Molecular formula: CH10NO4
Method: DFT, ωB97M-V/def2-TZVPD

Output
- charge = -1
- orbital gap (eV) = 8.71
- highest occupied orbital energy (eV) = -4.483

Geometry (Å):
N -0.59831 -2.17057 0.20070
C 0.81267 -1.74164 0.08031
O 0.99917 -0.63309 -0.69561
H -1.17263 -1.65972 0.86327
H -1.01329 -1.97301 -0.70960
H 1.25470 -1.59444 1.08613
H 1.34400 -2.62836 -0.31014
H -1.29809 0.25408 -1.96311
H -0.10251 0.16701 -0.99704
O -0.87406 0.87411 -1.35105
H -0.49736 2.97219 0.95575
H -1.39522 2.12272 -0.10324
O -1.36196 2.69764 0.67694
H 1.64366 0.63656 0.26889
H 0.64891 1.35444 0.99697
O 1.61032 1.32208 1.00081

=====

Run 3
Molecular formula: CH10NO4
Method: DFT, ωB97M-V/def2-TZVPD

Output
- charge = -1
- orbital gap (eV) = 8.47
- highest occupied orbital energy (eV) = -4.453

Geometry (Å):
N 1.57734 -1.71536 -0.18944
C 0.53893 -0.85422 0.58088
O -0.12135 0.12401 -0.10767
H 1.24174 -1.72748 -1.23625
H 2.54713 -1.23205 -0.13427
H -0.12901 -1.50973 1.22733
H 1.05483 -0.36905 1.38222
H -0.08255 1.12303 2.52500
H -0.82932 1.04410 1.20306
O -0.92040 1.44739 2.05416
H -1.18798 -0.44839 -1.18867
H -1.18430 -1.91667 -1.54312
O -1.43406 -1.22012 -2.01200
H -0.52157 2.25291 -1.62702
H -0.29561 2.18714 -0.07031
O -0.25382 2.81448 -0.86388

=====

Most stable one: run 1, least stable one: run 3.